Record 1
10
Properties=species:S:1:pos:R:3:forces:R:3 method="wB97M-V/def2-TZVPD" orbital_gap_ev="7.60 / 7.61" e_lumo_ev="0.509 / 0.510" total_charge=0 spin_multiplicity=1
C 1.110 0.461 -0.769 1.28 -0.31 1.04
C -0.027 1.181 -0.869 -3.52 -2.18 2.90
C 1.125 -0.547 0.222 0.54 1.49 -2.68
C -0.979 0.079 0.472 1.98 3.79 -3.96
O -0.051 -0.759 0.771 -0.12 -0.41 0.98
Se -2.727 -0.489 0.834 -0.22 0.25 -0.02
H 2.045 0.664 -1.308 -0.51 0.08 0.25
H -0.360 2.146 -1.325 0.28 -1.38 0.64
H 1.968 -1.101 0.497 0.59 -0.96 0.62
H -2.104 -1.636 1.476 -0.30 -0.37 0.22

***

Record 2
13
Properties=species:S:1:pos:R:3:forces:R:3 method="wB97M-V/def2-TZVPD" orbital_gap_ev="5.90 / 7.98" e_lumo_ev="-1.773 / -0.533" total_charge=0 spin_multiplicity=1
C -1.329 -1.019 0.084 0.64 2.34 -1.49
C -1.076 0.446 0.428 -0.49 -1.12 2.18
C -0.548 1.305 -0.545 1.11 0.88 0.40
P 1.927 -0.731 0.238 0.83 -1.79 0.16
S -2.825 -0.001 -0.190 0.31 -0.29 0.41
S 2.438 1.056 -0.386 -0.74 1.90 -0.66
H -0.750 -1.211 -0.860 -0.90 -0.70 1.14
H -1.432 -1.714 0.888 0.28 -0.42 0.09
H -0.934 0.784 1.528 -0.67 -0.78 -1.98
H -0.473 2.319 -0.225 0.18 0.67 -0.27
H -0.414 1.062 -1.568 -0.11 -0.28 -0.63
H 2.632 -1.533 -0.788 -0.30 0.24 1.22
H 2.784 -0.763 1.397 -0.13 -0.64 -0.55

***

Record 3
13
Properties=species:S:1:pos:R:3:forces:R:3 method="wB97M-V/def2-TZVPD" orbital_gap_ev=9.91 e_lumo_ev=-3.618 total_charge=+1 spin_multiplicity=1
N 1.117 -1.802 0.472 0.20 -0.39 0.39
H 0.841 -0.950 -0.171 0.42 0.41 0.42
H 0.820 -2.682 0.042 0.03 0.08 0.32
H 0.737 -1.700 1.416 -0.58 -0.07 -0.32
H 2.120 -1.839 0.660 0.11 0.03 -0.59
C -1.316 1.129 0.704 0.09 0.06 -0.18
C -0.879 0.726 -0.481 0.34 -0.44 0.60
N 0.546 0.512 -0.766 -1.48 1.14 -0.98
H -0.666 1.667 1.387 0.12 -0.50 0.30
H -2.340 0.961 1.004 -0.14 0.57 -0.26
H -1.554 0.468 -1.286 0.03 -0.53 0.08
H 0.602 0.596 -1.782 0.53 -0.12 0.11
H 1.042 1.324 -0.399 0.35 -0.25 0.12

***

Record 4
37
Properties=species:S:1:pos:R:3:forces:R:3 method="wB97M-V/def2-TZVPD" orbital_gap_ev=10.17 e_lumo_ev=-2.679 total_charge=+1 spin_multiplicity=1
N -0.339 -0.030 1.094 -1.76 2.36 1.34
C -1.397 -1.031 1.538 -3.59 2.06 0.03
C -1.156 -2.255 0.695 -1.09 -3.93 1.54
N 0.229 -2.710 1.001 -2.48 0.66 1.93
H -0.203 0.880 1.743 -0.32 -2.30 -1.13
H 0.504 -0.519 0.929 1.56 -0.55 0.58
H -0.547 0.420 0.169 -0.21 -0.06 0.35
H -1.495 -0.996 2.679 0.89 -0.90 -1.63
H -2.518 -0.655 1.251 2.89 -0.29 0.37
H -1.818 -3.226 0.977 0.95 2.65 -0.20
H -1.355 -2.148 -0.409 0.15 0.47 2.01
H 0.342 -3.678 0.990 -0.12 -1.82 0.04
H 0.770 -2.377 0.307 2.71 1.23 -2.91
H 0.998 3.216 -2.555 -1.01 -0.44 -1.59
H 2.011 2.482 -1.663 -0.81 1.62 -0.63
O 1.623 3.386 -1.886 1.67 -1.44 2.17
H 3.429 1.486 -0.264 1.07 1.85 0.17
H 3.077 0.187 0.079 0.32 -3.17 2.56
O 2.884 0.792 -0.564 -1.42 1.39 -2.63
H -1.558 1.671 -1.202 0.51 0.65 0.26
H -0.134 2.326 -0.980 0.32 0.73 -0.21
O -0.634 1.514 -0.963 -0.75 -0.71 -0.50
H -0.523 3.240 2.447 0.08 -0.10 0.58
H -0.322 2.228 3.645 0.36 0.31 3.05
O -0.431 2.328 2.746 -0.37 -0.32 -3.63
H 0.043 0.221 -3.801 1.25 0.82 0.22
H 1.616 0.397 -3.810 -0.57 0.09 0.07
O 0.794 0.734 -3.408 -0.60 -0.84 -0.52
H -0.489 -1.513 -2.567 -0.04 -0.27 0.70
H -0.123 -2.937 -2.321 0.25 -0.78 -0.16
O -0.531 -2.203 -1.873 0.48 1.02 -1.96
H 2.043 -2.055 2.456 0.02 -0.47 -0.08
H 3.463 -1.443 2.030 -1.67 -0.10 0.57
O 2.498 -1.256 2.194 1.70 0.73 -0.64
H -4.163 1.310 0.326 -0.19 -0.28 -0.56
H -3.269 0.869 -0.903 -0.94 -1.87 -2.32
O -3.318 1.344 -0.127 0.77 1.97 2.78

***

Record 5
79
Properties=species:S:1:pos:R:3:forces:R:3 method="wB97M-V/def2-TZVPD" orbital_gap_ev="6.71 / 7.15" e_lumo_ev="-9.610 / -9.172" total_charge=+3 spin_multiplicity=7
Tb 0.891 3.087 -0.099 0.03 0.88 0.66
F 4.972 7.837 0.623 0.24 0.63 -0.11
C 4.449 6.728 1.117 0.55 -0.16 -0.60
F 3.487 7.061 1.954 -0.11 -0.05 0.34
F 5.428 6.070 1.757 -0.18 0.04 0.48
C 4.026 5.847 -0.040 0.04 -0.11 0.24
C 4.935 5.681 -1.061 1.26 0.35 0.55
C 4.697 4.742 -2.057 1.05 1.19 -1.44
C 3.507 4.129 -2.100 -1.51 -0.34 1.00
N 2.602 4.296 -1.093 -0.39 -1.19 -0.73
C 2.872 5.075 -0.059 -0.18 0.86 1.30
S 1.717 5.067 1.324 -0.49 -1.01 -0.90
H 5.909 6.232 -1.025 -1.09 -0.46 -0.15
H 5.367 4.702 -2.913 0.03 -0.37 0.31
H 3.146 3.473 -2.854 0.22 -0.35 -0.81
C -3.842 4.233 -1.449 -0.47 -0.13 2.16
C -3.974 2.711 -1.356 -0.30 -0.12 -1.49
C -5.277 2.241 -0.704 0.64 2.31 1.17
C -3.926 2.144 -2.802 0.11 0.01 1.15
Sb -2.173 2.060 -0.265 0.43 -0.67 0.92
C -2.560 2.102 1.997 0.30 0.91 0.19
C -1.221 2.113 2.750 1.20 -0.58 -0.54
C -3.235 3.489 2.339 -0.10 -0.07 -0.36
C -3.376 0.879 2.430 0.51 -0.45 -0.70
C -1.599 -0.086 -0.706 -0.53 -0.35 0.34
C -2.907 -0.969 -0.938 1.14 1.37 0.95
C -0.818 -0.165 -1.990 -1.41 1.62 -1.91
C -0.569 -0.594 0.413 -2.14 1.62 -0.23
H -4.671 4.692 -2.000 0.12 -0.25 -0.02
H -2.896 4.487 -1.916 0.10 0.40 0.03
H -3.921 4.597 -0.372 0.32 0.17 -1.49
H -6.144 2.632 -1.271 0.43 -0.48 0.20
H -5.340 2.644 0.335 -0.15 -0.05 -0.66
H -5.249 1.204 -0.586 -0.48 -1.80 -0.21
H -4.726 2.679 -3.317 -0.22 -0.54 -0.21
H -4.014 1.050 -2.796 -0.35 0.40 -0.34
H -3.020 2.421 -3.310 0.60 0.10 -0.27
H -0.551 2.941 2.401 -0.44 -0.04 0.34
H -0.637 1.178 2.531 -0.48 0.63 0.60
H -1.348 2.250 3.864 0.10 -0.25 -1.18
H -3.086 4.248 1.501 -0.21 -0.78 1.34
H -2.828 3.886 3.306 -0.18 -0.22 -0.99
H -4.312 3.346 2.536 0.33 0.19 -0.42
H -2.858 -0.088 2.106 -0.70 1.25 0.66
H -4.328 0.928 1.863 0.15 -0.27 0.93
H -3.459 0.898 3.550 -0.38 -0.17 -1.05
H -3.409 -0.773 -1.900 0.22 0.18 0.59
H -3.544 -0.824 -0.075 -0.59 0.00 -0.11
H -2.633 -1.997 -0.920 0.36 -1.03 -0.13
H -1.456 0.144 -2.881 0.74 -0.24 1.02
H -0.528 -1.158 -2.211 0.35 -1.32 -0.06
H 0.084 0.434 -2.060 0.41 0.37 0.24
H -0.953 -0.494 1.463 0.47 -0.21 -1.06
H 0.314 0.089 0.265 -0.19 -1.01 0.35
H -0.425 -1.636 0.166 0.75 -0.22 0.12
Ge 2.807 -4.828 0.715 0.56 1.75 0.81
C 3.054 -5.102 -1.052 0.71 0.99 -2.27
C 3.076 -3.941 -1.905 -1.00 -0.04 -0.59
C 2.909 -4.107 -3.287 1.71 -0.40 0.15
C 2.943 -5.410 -3.802 -0.51 0.90 -0.07
C 2.961 -6.522 -3.006 -0.42 -0.33 0.82
C 3.055 -6.373 -1.629 -0.57 -0.54 0.13
C 2.087 -5.940 1.956 -1.11 -0.56 -0.61
C 1.806 -5.310 3.163 1.56 2.28 1.27
C 1.284 -6.025 4.222 0.11 -0.12 -1.33
C 0.884 -7.328 3.985 0.46 0.81 -1.24
C 0.983 -7.909 2.699 -0.14 0.47 -0.21
C 1.563 -7.232 1.641 0.72 0.86 1.95
H 3.083 -3.346 1.196 -0.19 -0.82 -0.25
H 3.078 -2.900 -1.536 0.18 -0.78 0.20
H 3.024 -3.313 -4.043 -0.44 -0.07 0.85
H 2.888 -5.545 -4.858 -0.07 -0.03 -0.60
H 2.724 -7.473 -3.452 0.58 -0.37 0.01
H 3.040 -7.256 -0.981 0.06 0.29 -0.35
H 2.166 -4.200 3.383 -0.76 -2.45 -0.68
H 1.218 -5.560 5.170 -0.27 0.16 0.82
H 0.488 -7.772 4.839 -0.75 -1.51 0.89
H 0.581 -8.859 2.427 -0.26 -0.70 0.55
H 1.708 -7.711 0.691 -0.10 0.00 -0.23

***

Record 6
14
Properties=species:S:1:pos:R:3:forces:R:3 method="wB97M-V/def2-TZVPD" orbital_gap_ev=10.08 smiles="F/C=C/[C@@H]1C[C@H]1S" e_lumo_ev=0.948 total_charge=0 spin_multiplicity=1
C -0.803 0.356 -0.764 0.16 -0.60 -0.40
C -1.323 -0.322 0.508 1.74 -0.43 -1.31
C 0.053 0.387 0.462 -0.79 -0.17 -0.06
C 1.329 -0.344 0.492 1.01 -2.91 0.47
C 1.444 -1.567 1.057 -0.98 1.30 -0.18
H -2.692 1.346 -1.699 0.20 0.21 0.03
H -0.434 -0.279 -1.598 -0.36 0.29 0.84
H -2.176 0.123 1.008 0.28 -0.13 0.06
H -1.226 -1.417 0.405 -0.52 0.70 0.45
H 0.099 1.325 0.971 -0.16 0.60 0.20
H 2.267 -0.072 -0.025 -0.75 0.65 0.30
H 0.667 -2.171 1.530 0.01 0.47 -0.06
F 2.603 -2.221 1.120 0.62 -0.12 -0.28
S -1.508 1.879 -1.325 -0.45 0.14 -0.07

***

Per-record energy relative to the best compared isomer or geometry (same formula, charge and spin), kJ/mol: 352.9 291.9 82.6 115.3 85.6 124.0